{
  "formula": "C32H48BF5MgN6O6Te",
  "method": "ωB97M-V/def2-TZVPD",
  "multiplicity": 1,
  "charge": -2,
  "e_above_lowest_kj_mol": 0.0,
  "max_force_ev_per_a": 0.23,
  "orbital_gap_ha": 0.2768,
  "symbols": ["Mg", "C", "C", "C", "C", "N", "N", "B", "N", "N", "C", "C", "C", "C", "C", "C", "C", "C", "N", "N", "C", "C", "C", "C", "C", "C", "C", "C", "C", "C", "C", "C", "H", "H", "H", "H", "H", "H", "H", "H", "H", "H", "H", "H", "H", "H", "H", "H", "H", "H", "H", "H", "H", "H", "H", "H", "H", "H", "H", "H", "H", "H", "H", "H", "H", "H", "H", "H", "H", "H", "H", "H", "O", "C", "O", "C", "C", "C", "C", "C", "O", "C", "C", "O", "O", "H", "H", "H", "H", "H", "H", "H", "H", "F", "Te", "F", "F", "F", "F", "O"],
  "coordinates": [[-0.2691, -0.3904, 0.1429], [-5.0135, 1.3516, 2.4853], [-3.5748, 1.5714, 2.1502], [-2.7250, 2.5509, 2.6060], [-1.4945, 2.3157, 1.9620], [-1.5979, 1.2458, 1.1788], [-2.8782, 0.7972, 1.2949], [-3.4164, -0.3154, 0.3926], [-3.0413, -0.0173, -1.0803], [-1.7529, 0.1300, -1.4944], [-1.7983, 0.4766, -2.7782], [-3.1355, 0.5362, -3.2059], [-3.8892, 0.2246, -2.0949], [-5.3760, 0.1576, -1.9693], [-0.5672, 0.7579, -3.6091], [-0.9735, 1.5134, -4.8781], [0.4058, 1.6309, -2.8131], [0.0996, -0.5625, -4.0157], [-2.9102, -1.7250, 0.7749], [-1.6560, -2.1529, 0.4514], [-1.6565, -3.4804, 0.5893], [-2.9121, -3.9046, 1.0524], [-3.6791, -2.7644, 1.1438], [-5.1091, -2.6467, 1.5585], [-0.5189, -4.3822, 0.1633], [-0.3702, -4.2718, -1.3610], [0.7895, -3.9942, 0.8433], [-0.8520, -5.8324, 0.5231], [-0.2419, 3.1459, 2.1175], [0.6005, 3.0898, 0.8478], [-0.6269, 4.6066, 2.3813], [0.5703, 2.6285, 3.3140], [-5.3201, 2.0783, 3.2373], [-5.1869, 0.3526, 2.8874], [-5.6566, 1.4687, 1.6111], [-2.9637, 3.3378, 3.3007], [-4.6099, -0.3252, 0.4833], [-3.5089, 0.7878, -4.1836], [-5.8265, 0.3625, -2.9402], [-5.7531, 0.8891, -1.2528], [-5.7063, -0.8275, -1.6373], [-1.4697, 2.4567, -4.6379], [-1.6425, 0.9187, -5.5046], [-0.0793, 1.7367, -5.4644], [-0.0761, 2.5547, -2.4842], [1.2642, 1.8965, -3.4372], [0.7919, 1.1166, -1.9364], [-0.5781, -1.1577, -4.6340], [0.3839, -1.1466, -3.1436], [1.0048, -0.3608, -4.5965], [-3.2258, -4.9086, 1.2802], [-5.4531, -3.6142, 1.9235], [-5.7480, -2.3462, 0.7265], [-5.2415, -1.9134, 2.3539], [-0.0910, -3.2606, -1.6494], [-1.3069, -4.5465, -1.8562], [0.4241, -4.9368, -1.7078], [1.0555, -2.9751, 0.5955], [1.6003, -4.6416, 0.5039], [0.7165, -4.0615, 1.9302], [-1.7541, -6.1804, 0.0131], [-0.9909, -5.9546, 1.6003], [-0.0221, -6.4720, 0.2157], [0.0542, 3.5079, -0.0028], [0.8851, 2.0708, 0.6053], [1.5233, 3.6570, 0.9894], [-1.2534, 5.0019, 1.5771], [0.2818, 5.2080, 2.4446], [-1.1639, 4.7204, 3.3257], [0.8748, 1.5964, 3.1376], [-0.0274, 2.6723, 4.2291], [1.4551, 3.2535, 3.4478], [2.4816, -2.5390, -2.1187], [2.2692, -1.6118, -1.3371], [1.1024, -1.1942, -1.0110], [3.4890, -0.8475, -0.8015], [3.5080, 0.5712, -1.3990], [4.8782, 1.2307, -1.1595], [4.7473, 1.6658, 0.3221], [3.3897, 1.0487, 0.6865], [2.6481, 1.2920, -0.5205], [3.5711, -0.4844, 0.7178], [2.8121, -1.4352, 1.6292], [3.3596, -2.4614, 1.9837], [1.5899, -1.2144, 2.0985], [4.3607, -1.4226, -1.1074], [3.1297, 0.6288, -2.4192], [5.0160, 2.0876, -1.8204], [5.6971, 0.5307, -1.3356], [4.6836, 2.7471, 0.4273], [5.5535, 1.3223, 0.9675], [2.9063, 1.5231, 1.5305], [4.5950, -0.6894, 1.0312], [5.7552, 3.3732, 5.9066], [4.6238, 3.5078, 4.3013], [3.8521, 4.0426, 2.5643], [5.9358, 2.4149, 3.3248], [5.8379, 4.8784, 3.8790], [3.6635, 4.9958, 5.1600], [0.9291, -0.0232, 1.6614]],
  "forces_ev_per_angstrom": [[0.097, -0.052, -0.113], [-0.001, 0.006, 0.005], [0.003, -0.022, 0.016], [0.013, 0.014, -0.020], [0.004, 0.015, 0.023], [-0.008, -0.089, -0.010], [0.021, 0.039, -0.016], [0.003, 0.009, -0.063], [-0.020, 0.015, 0.029], [0.010, 0.018, 0.019], [-0.005, -0.073, -0.013], [-0.005, 0.056, 0.010], [-0.002, -0.035, -0.008], [0.004, -0.010, 0.002], [0.011, 0.019, 0.000], [0.001, 0.015, 0.000], [-0.001, -0.023, -0.025], [0.025, 0.030, -0.011], [-0.052, -0.038, 0.028], [-0.026, 0.097, -0.024], [0.037, 0.014, 0.009], [-0.031, -0.005, -0.020], [0.028, -0.023, 0.017], [0.002, 0.008, -0.007], [0.024, -0.001, 0.023], [0.003, -0.013, 0.020], [-0.029, 0.007, 0.005], [0.009, -0.012, 0.004], [0.008, 0.009, 0.018], [-0.008, -0.008, 0.004], [-0.007, -0.002, 0.005], [-0.013, -0.021, -0.010], [0.003, 0.002, -0.003], [-0.002, -0.003, 0.004], [0.001, -0.004, 0.000], [-0.009, 0.004, -0.001], [0.002, -0.006, -0.002], [-0.004, 0.009, 0.005], [0.002, 0.001, 0.000], [0.003, -0.002, 0.000], [-0.007, -0.007, 0.004], [-0.005, 0.001, -0.004], [0.006, -0.002, 0.005], [0.000, 0.003, -0.002], [-0.002, -0.011, -0.005], [-0.009, -0.001, 0.001], [-0.001, 0.005, 0.008], [-0.008, -0.001, 0.000], [0.001, -0.030, 0.025], [-0.010, 0.001, -0.007], [-0.009, 0.009, -0.003], [-0.001, 0.001, -0.001], [-0.006, 0.008, -0.001], [0.004, 0.004, 0.005], [0.006, 0.038, -0.012], [0.005, 0.000, -0.008], [-0.003, -0.008, 0.000], [0.011, -0.008, -0.015], [-0.002, -0.002, -0.002], [0.001, -0.003, -0.005], [0.006, -0.003, -0.003], [-0.001, 0.003, -0.003], [-0.004, -0.003, -0.002], [-0.006, 0.005, 0.002], [-0.009, 0.009, 0.002], [0.001, 0.002, -0.006], [0.001, 0.002, -0.001], [0.001, -0.004, 0.000], [-0.001, -0.002, 0.002], [-0.005, 0.026, 0.017], [0.000, 0.011, 0.001], [0.026, 0.017, 0.006], [-0.019, 0.027, -0.009], [0.047, -0.009, 0.009], [-0.133, 0.008, 0.114], [-0.011, 0.032, -0.017], [0.008, 0.007, -0.013], [0.010, -0.008, -0.005], [-0.003, -0.020, 0.000], [0.090, 0.176, -0.028], [0.010, -0.042, -0.034], [-0.040, -0.071, -0.048], [0.105, 0.110, 0.170], [-0.028, -0.061, -0.054], [-0.026, -0.037, -0.026], [-0.008, 0.005, -0.008], [0.006, -0.005, 0.019], [0.001, 0.002, 0.003], [0.003, 0.001, 0.000], [0.001, -0.004, -0.004], [0.009, -0.003, -0.001], [-0.114, -0.142, 0.056], [-0.010, -0.004, 0.002], [0.007, 0.003, -0.007], [0.043, -0.011, -0.033], [-0.017, 0.008, 0.029], [0.020, 0.019, 0.010], [-0.018, -0.017, 0.014], [-0.015, 0.032, -0.017], [0.012, -0.005, -0.024]],
  "mulliken_charge": [3.143, -1.375, 0.409, -0.972, -1.023, 1.017, 0.244, -1.306, -0.077, 0.409, -1.052, -0.860, 0.490, -1.435, 3.104, -2.504, -1.699, -1.365, 0.420, -0.051, -0.963, -1.102, 0.764, -1.389, 3.009, -1.310, -1.819, -2.639, 3.261, -1.695, -2.278, -1.366, 0.402, 0.139, 0.179, 0.428, -0.210, 0.445, 0.393, 0.204, 0.217, 0.437, 0.393, 0.469, 0.320, 0.436, 0.208, 0.361, 0.003, 0.367, 0.555, 0.404, 0.185, 0.171, -0.022, 0.385, 0.406, 0.149, 0.404, 0.413, 0.438, 0.416, 0.455, 0.398, -0.013, 0.435, 0.436, 0.474, 0.367, 0.148, 0.372, 0.239, -0.821, -0.311, 0.128, -0.455, 0.131, -1.121, -0.922, 0.223, -0.428, -0.011, -0.088, -0.748, -0.305, 0.485, 0.624, 0.312, 0.342, 0.337, 0.372, 0.292, 0.939, -0.515, 1.476, -0.524, -0.515, -0.412, -0.525, -0.360]
}

---

{
  "formula": "C28H58INO9PS",
  "method": "ωB97M-V/def2-TZVPD",
  "multiplicity": 1,
  "charge": -1,
  "e_above_lowest_kj_mol": 0.0,
  "max_force_ev_per_a": 1.62,
  "orbital_gap_ha": 0.2219,
  "symbols": ["O", "P", "O", "S", "N", "I", "H", "H", "C", "C", "C", "O", "C", "H", "H", "H", "H", "H", "H", "H", "H", "C", "C", "C", "O", "C", "H", "H", "H", "H", "H", "H", "H", "H", "C", "C", "C", "O", "C", "H", "H", "H", "H", "H", "H", "H", "H", "C", "C", "C", "O", "C", "H", "H", "H", "H", "H", "H", "H", "H", "C", "C", "C", "O", "C", "H", "H", "H", "H", "H", "H", "H", "H", "C", "C", "C", "O", "C", "H", "H", "H", "H", "H", "H", "H", "H", "C", "C", "C", "O", "C", "H", "H", "H", "H", "H", "H", "H", "H"],
  "coordinates": [[-3.2219, -3.4202, 3.9429], [-4.4957, -2.5238, 3.5486], [-5.7371, -3.4162, 4.0611], [-4.5883, -2.2959, 1.6060], [-4.3170, -1.2477, 4.4887], [-4.8605, 0.5315, 3.6375], [-2.5633, -2.7384, 4.1036], [-6.4344, -2.7712, 4.2047], [-1.5299, -7.1200, 5.0895], [-2.2365, -6.9211, 3.7496], [-1.2763, -5.9878, 3.0328], [0.0425, -6.2993, 3.5247], [-0.0637, -7.1423, 4.6692], [-1.8319, -8.0241, 5.6170], [-1.7219, -6.2652, 5.7398], [-2.3046, -7.8746, 3.2186], [-3.2376, -6.5060, 3.8351], [-1.4934, -4.9478, 3.2701], [-1.2980, -6.1099, 1.9508], [0.2525, -8.1546, 4.3853], [0.6075, -6.7771, 5.4484], [1.2254, -4.2286, -1.0416], [0.0371, -4.4368, -0.1009], [-0.9365, -3.3730, -0.5845], [-0.6894, -3.2129, -1.9948], [0.5248, -3.8745, -2.3488], [1.8762, -5.0966, -1.1331], [1.8286, -3.3856, -0.6960], [-0.3925, -5.4292, -0.2538], [0.2835, -4.3314, 0.9529], [-0.7582, -2.4115, -0.0925], [-1.9750, -3.6535, -0.4209], [0.2705, -4.7761, -2.9188], [1.1198, -3.2199, -2.9895], [-1.0552, 4.2260, 2.4529], [-1.0202, 3.0426, 1.4845], [-2.2477, 2.2535, 1.9169], [-3.1956, 3.2123, 2.4116], [-2.5546, 4.4747, 2.5772], [-0.5061, 5.0996, 2.1058], [-0.6461, 3.9326, 3.4145], [-1.1426, 3.3883, 0.4584], [-0.1065, 2.4564, 1.5344], [-2.0118, 1.5587, 2.7270], [-2.6941, 1.6873, 1.1014], [-2.9122, 5.1481, 1.7859], [-2.8350, 4.8979, 3.5441], [0.4864, -2.0414, -7.0323], [-0.7410, -2.7964, -6.5247], [-0.2077, -4.2179, -6.4216], [1.1871, -4.1117, -6.1189], [1.6131, -2.7580, -6.2979], [0.4617, -0.9721, -6.8279], [0.5917, -2.1804, -8.1108], [-1.0222, -2.4312, -5.5376], [-1.6095, -2.7159, -7.1755], [-0.3121, -4.7535, -7.3726], [-0.7021, -4.7969, -5.6421], [1.7831, -2.3165, -5.3089], [2.5546, -2.7466, -6.8482], [1.3435, 0.8132, -2.7738], [-0.0889, 0.8107, -3.3013], [-0.8946, 0.8913, -2.0113], [-0.0901, 1.6290, -1.0782], [1.2356, 1.7628, -1.5909], [2.0831, 1.1351, -3.5048], [1.6139, -0.1879, -2.4280], [-0.2611, 1.7031, -3.9109], [-0.3382, -0.0631, -3.8980], [-1.0792, -0.1018, -1.6012], [-1.8526, 1.3964, -2.1380], [1.3798, 2.8019, -1.9054], [1.9539, 1.5367, -0.8012], [1.6595, 6.5241, 6.5560], [1.7824, 5.0205, 6.7981], [0.7973, 4.4626, 5.7779], [0.7947, 5.3770, 4.6762], [1.4725, 6.5770, 5.0439], [2.5198, 7.0981, 6.8966], [0.7713, 6.9114, 7.0587], [2.7957, 4.6870, 6.5647], [1.5520, 4.7172, 7.8173], [-0.2167, 4.4141, 6.1877], [1.0718, 3.4705, 5.4215], [2.4383, 6.6007, 4.5254], [0.8849, 7.4362, 4.7189], [3.1937, 5.9003, -4.3665], [4.2139, 5.1983, -5.2604], [4.3455, 3.8448, -4.5725], [3.0788, 3.5680, -3.9710], [2.2699, 4.7490, -3.9900], [2.6700, 6.7200, -4.8541], [3.6867, 6.2935, -3.4755], [3.8052, 5.0717, -6.2649], [5.1631, 5.7242, -5.3444], [5.1034, 3.8724, -3.7820], [4.5977, 3.0412, -5.2647], [1.4799, 4.6127, -4.7365], [1.8034, 4.8818, -3.0145]],
  "forces_ev_per_angstrom": [[-0.063, -0.913, 0.426], [0.084, 1.244, -1.033], [0.133, -0.678, 0.288], [-0.062, -0.271, -0.415], [-0.204, 0.620, -0.048], [0.048, -0.220, 0.510], [0.320, 0.066, 0.231], [-0.275, 0.001, 0.152], [0.006, 0.096, -0.003], [0.070, -0.170, 0.014], [0.057, 0.158, 0.093], [-0.072, -0.077, -0.021], [-0.066, -0.086, -0.143], [0.007, -0.034, -0.009], [-0.012, 0.028, 0.003], [0.004, -0.009, -0.001], [0.004, 0.103, 0.023], [-0.118, 0.025, -0.051], [0.090, -0.034, -0.022], [-0.018, -0.022, 0.089], [0.037, 0.031, -0.018], [-0.073, 0.118, 0.064], [0.056, -0.028, -0.171], [0.035, 0.122, 0.015], [0.074, -0.004, 0.062], [-0.151, -0.095, 0.028], [-0.008, -0.040, -0.007], [0.006, 0.009, -0.011], [0.022, -0.030, 0.010], [0.027, 0.000, 0.033], [-0.034, -0.042, 0.049], [-0.072, 0.100, -0.071], [0.121, -0.019, -0.027], [-0.029, 0.016, -0.026], [-0.166, -0.241, -0.126], [-0.214, 0.339, 0.074], [0.155, -0.036, 0.117], [0.163, 0.125, -0.120], [-0.027, -0.041, -0.181], [0.019, 0.028, 0.025], [0.030, 0.007, 0.079], [0.058, -0.013, -0.047], [0.028, -0.032, -0.012], [-0.005, -0.059, -0.041], [-0.112, -0.026, 0.041], [0.060, 0.072, 0.055], [-0.051, -0.027, 0.012], [-0.022, -0.094, -0.090], [0.095, 0.068, 0.089], [0.043, -0.084, -0.114], [-0.054, 0.130, -0.075], [-0.066, 0.004, 0.190], [-0.003, 0.005, 0.044], [0.017, 0.006, -0.012], [-0.031, 0.014, 0.089], [0.000, -0.012, -0.045], [-0.066, 0.013, 0.009], [0.052, -0.026, 0.050], [0.015, 0.063, -0.047], [0.022, -0.066, 0.003], [0.030, -0.192, -0.029], [0.033, 0.230, 0.005], [0.070, -0.053, 0.090], [0.000, -0.144, -0.248], [-0.093, 0.133, -0.031], [-0.009, 0.078, 0.011], [-0.029, -0.015, 0.020], [0.004, -0.018, 0.003], [-0.020, -0.112, -0.003], [-0.059, -0.124, -0.003], [0.010, 0.050, 0.070], [0.117, -0.025, -0.027], [-0.037, 0.015, 0.058], [-0.098, -0.041, 0.019], [0.082, 0.046, -0.110], [-0.127, 0.078, 0.043], [0.159, 0.120, 0.205], [0.117, -0.107, -0.019], [0.036, -0.005, -0.009], [-0.019, 0.014, 0.000], [0.012, -0.016, -0.003], [-0.040, 0.004, 0.024], [0.018, -0.051, 0.043], [-0.010, -0.010, -0.074], [0.016, 0.077, 0.041], [-0.044, -0.017, -0.043], [0.104, -0.057, 0.078], [-0.120, -0.031, -0.046], [0.029, 0.027, 0.140], [0.045, 0.150, -0.077], [-0.052, -0.062, -0.129], [-0.026, 0.001, -0.035], [-0.004, 0.010, 0.024], [0.001, -0.011, -0.019], [0.028, 0.010, 0.031], [0.052, 0.018, -0.052], [-0.035, -0.056, 0.014], [-0.025, 0.064, 0.019], [-0.001, -0.063, 0.039]],
  "mulliken_charge": [-0.522, 0.647, -0.528, -0.516, -0.665, -0.008, 0.286, 0.302, -0.575, -0.550, 0.183, -0.400, -0.474, 0.356, 0.235, 0.291, 0.374, 0.045, 0.025, 0.257, 0.267, -0.737, -0.291, -0.345, -0.379, 0.018, 0.391, 0.269, 0.146, 0.335, 0.179, 0.270, 0.166, -0.037, 0.039, -0.087, -0.717, -0.336, -0.617, 0.325, -0.176, 0.065, 0.288, 0.239, 0.403, 0.249, 0.308, -0.553, -0.380, -0.466, -0.423, -0.176, 0.351, 0.287, 0.084, 0.391, 0.297, 0.295, 0.020, 0.313, -0.248, -0.297, -0.352, -0.277, -0.151, 0.284, 0.134, 0.242, 0.077, 0.078, 0.310, -0.145, 0.323, -0.543, -0.573, -0.432, -0.294, -0.490, 0.331, 0.273, 0.272, 0.333, 0.303, 0.289, 0.273, 0.270, -0.614, -0.562, -0.516, -0.277, -0.395, 0.353, 0.282, 0.269, 0.333, 0.298, 0.270, 0.255, 0.276]
}

---

{
  "formula": "C4H8O2",
  "method": "ωB97M-V/def2-TZVPD",
  "multiplicity": 1,
  "e_above_lowest_kj_mol": 214.5,
  "max_force_ev_per_a": 0.51,
  "orbital_gap_ha": 0.3593,
  "smiles": "C/C=C\\O.C=O",
  "symbols": ["C", "C", "C", "O", "H", "H", "H", "H", "H", "H", "C", "O", "H", "H"],
  "coordinates": [[-1.6042, -0.2513, 0.3148], [-0.7619, 0.5278, -0.6516], [0.2794, 0.0448, -1.3356], [0.8510, -1.1835, -1.1979], [-2.5292, -0.5444, -0.1926], [-1.1201, -1.1649, 0.6722], [-1.8795, 0.3364, 1.1971], [-1.0711, 1.5465, -0.8712], [0.7884, 0.6358, -2.0932], [0.7055, -1.5041, -0.2919], [1.5860, 0.3984, 1.1081], [1.0863, -0.5679, 1.6375], [1.3502, 1.4330, 1.4154], [2.3192, 0.2933, 0.2889]],
  "forces_ev_per_angstrom": [[-0.024, -0.063, 0.021], [0.080, -0.084, -0.144], [-0.105, 0.289, -0.055], [-0.088, -0.074, 0.125], [0.002, -0.008, 0.133], [-0.077, 0.158, -0.069], [0.085, -0.047, -0.156], [0.085, -0.145, -0.072], [-0.104, -0.059, 0.078], [-0.050, -0.030, -0.174], [-0.071, -0.200, 0.201], [0.329, 0.377, -0.104], [-0.011, -0.138, 0.110], [-0.052, 0.023, 0.108]],
  "mulliken_charge": [-0.934, -0.051, -0.457, -0.522, 0.289, 0.281, 0.288, 0.342, 0.398, 0.337, -0.070, -0.453, 0.273, 0.281]
}

---

Number 1: molar mass 870.48 g/mol. Number 2: molar mass 742.72 g/mol. Number 3: molar mass 88.11 g/mol.